No. 1
Here is 13 unconnected molecules or ions with the total composition C29H72BN2O20 from OMol25. Energies are from ωB97M-V/def2-TZVPD.

Computed properties:
E_tot   -2787.47834 a.u.
Max |F|   1.9 eV/Å
Kohn-Sham gap   0.2965 Ha

The geometry in ORCA input format:
```
! RIJCOSX wB97M-V def2-TZVPD def2/J DEFGRID3
* xyz -1 1
O -4.80 -1.59 1.45
C -3.94 -0.86 1.07
O -2.65 -1.07 1.21
B -1.88 -0.02 0.49
O -2.91 0.85 -0.11
C -4.12 0.40 0.19
O -5.17 0.79 -0.23
O -1.01 -0.53 -0.58
C 0.24 -0.32 -0.26
O 1.22 -0.50 -0.91
C 0.27 0.36 1.13
O -0.99 0.63 1.46
O 1.25 0.68 1.73
C -2.29 0.46 -3.81
O -1.42 0.09 -4.90
H -1.90 0.13 -2.84
H -2.46 1.54 -3.74
H -3.26 0.00 -3.95
H -0.51 0.20 -4.60
C -0.81 -2.10 3.91
O -1.22 -3.34 3.36
H -0.10 -1.60 3.22
H -1.65 -1.43 4.01
H -0.22 -2.18 4.83
H -0.44 -3.84 3.13
C -7.88 0.27 -2.14
O -7.76 -1.01 -1.54
H -7.41 1.02 -1.51
H -7.30 0.25 -3.07
H -8.89 0.57 -2.43
H -8.11 -0.99 -0.65
C 2.01 2.02 5.13
O 2.86 1.18 5.96
H 2.57 2.96 4.94
H 1.81 1.65 4.13
H 1.13 2.32 5.69
H 3.21 0.46 5.43
C 4.06 -2.53 -0.52
O 4.66 -3.54 0.33
H 3.90 -1.56 -0.01
H 4.71 -2.22 -1.34
H 3.03 -2.83 -0.73
H 4.21 -3.48 1.17
C 0.22 3.04 -1.67
O 0.93 2.35 -2.71
H -0.69 2.54 -1.35
H 0.95 3.21 -0.87
H -0.02 4.03 -2.06
H 1.16 1.46 -2.42
C -6.55 -1.93 4.19
O -6.92 -2.68 3.05
H -7.45 -1.67 4.78
H -5.92 -2.49 4.89
H -6.01 -1.01 3.97
H -6.83 -2.09 2.30
C 6.97 4.03 1.68
C 5.92 4.56 2.65
C 5.86 6.08 2.64
C 5.20 6.65 1.39
C 3.77 6.12 1.37
C 3.70 4.60 1.38
N 4.58 4.07 2.40
O 4.50 2.64 2.45
C 2.30 4.19 1.75
C 3.99 4.03 0.00
C 6.33 4.16 4.07
H 6.78 4.46 0.69
H 6.92 2.95 1.62
H 7.95 4.42 1.98
H 5.30 6.49 3.50
H 6.86 6.50 2.82
H 5.69 6.27 0.48
H 5.29 7.73 1.38
H 3.32 6.48 0.43
H 3.16 6.59 2.15
H 2.21 3.10 1.70
H 1.97 4.51 2.74
H 1.60 4.58 1.01
H 4.80 4.49 -0.59
H 4.28 2.97 0.00
H 3.12 4.03 -0.68
H 5.54 4.34 4.80
H 7.26 4.58 4.46
H 6.44 3.07 4.15
H 4.39 2.44 3.38
C -2.99 -5.02 -3.86
C -2.52 -3.86 -2.96
C -2.42 -4.34 -1.51
C -1.21 -5.28 -1.33
C 0.04 -4.61 -1.86
C -0.05 -4.08 -3.30
N -1.26 -3.28 -3.39
O -1.38 -2.75 -4.70
C 1.14 -3.15 -3.52
C 0.08 -5.27 -4.27
C -3.62 -2.80 -3.01
H -2.75 -6.03 -3.53
H -2.64 -4.91 -4.89
H -4.08 -5.09 -3.85
H -2.25 -3.54 -0.80
H -3.29 -4.94 -1.28
H -1.47 -6.23 -1.82
H -1.07 -5.53 -0.28
H 0.93 -5.25 -1.77
H 0.20 -3.73 -1.22
H 1.00 -2.71 -4.52
H 1.20 -2.36 -2.77
H 2.09 -3.67 -3.61
H 1.13 -5.57 -4.33
H -0.44 -6.16 -3.91
H -0.29 -5.04 -5.27
H -3.39 -1.97 -2.34
H -4.53 -3.27 -2.63
H -3.81 -2.48 -4.03
H -1.48 -1.80 -4.52
O 3.55 0.40 -2.55
H 3.11 -0.45 -2.49
H 3.68 0.67 -1.63
O -3.98 -4.24 2.43
H -4.44 -3.42 2.21
H -3.09 -3.95 2.69
O -6.38 3.19 -1.22
H -5.99 2.77 -0.45
H -6.21 2.56 -1.93
*
```

***

No. 2
Here is 6 unconnected molecules or ions with the total composition C22H56NO9P from OMol25. Energies are from ωB97M-V/def2-TZVPD.

Computed properties:
E_tot   -1945.08486 a.u.
Max |F|   1.8 eV/Å
Kohn-Sham gap   0.3167 Ha
SMILES string   C=CO[P@](=O)(OCN)OCCCC.CC(C)O.CC(C)O.CC(C)O.CC(C)O.CC(C)O

The geometry in ORCA input format:
```
! RIJCOSX wB97M-V def2-TZVPD def2/J DEFGRID3
* xyz 0 1
C 5.59 3.41 1.98
C 4.50 3.01 1.28
O 3.42 3.86 1.09
P 1.98 3.22 0.91
O 1.46 2.54 2.10
O 2.07 2.28 -0.37
C 1.70 0.87 -0.22
N 1.78 0.21 -1.49
O 1.22 4.51 0.42
C -0.09 4.38 -0.17
C -1.22 4.42 0.85
C -2.16 3.20 0.80
C -1.81 2.05 1.77
H 5.93 2.89 2.87
H 6.14 4.29 1.66
H 4.50 2.09 0.70
H 0.67 0.83 0.15
H 2.36 0.41 0.51
H 0.91 0.39 -1.98
H 2.49 0.66 -2.05
H -0.15 5.24 -0.84
H -0.14 3.49 -0.81
H -1.82 5.32 0.67
H -0.78 4.52 1.84
H -3.16 3.56 1.05
H -2.24 2.82 -0.22
H -1.45 1.16 1.25
H -2.71 1.74 2.30
H -1.07 2.36 2.51
C -2.03 -3.84 -1.02
C -1.30 -2.59 -0.57
C 0.21 -2.78 -0.61
O -1.72 -2.21 0.74
H -1.81 -4.68 -0.35
H -3.11 -3.69 -0.98
H -1.75 -4.13 -2.03
H -1.58 -1.75 -1.22
H 0.51 -3.58 0.07
H 0.71 -1.87 -0.29
H 0.55 -3.02 -1.61
H -1.49 -2.93 1.34
C 4.89 7.28 -2.00
C 5.00 5.76 -1.97
C 3.64 5.10 -2.02
O 5.72 5.34 -0.81
H 4.32 7.63 -1.13
H 5.87 7.74 -1.96
H 4.37 7.62 -2.90
H 5.61 5.43 -2.81
H 3.04 5.39 -1.16
H 3.74 4.01 -2.01
H 3.10 5.38 -2.93
H 5.22 5.62 -0.03
C -6.66 -6.21 0.81
C -5.41 -5.72 0.10
C -5.44 -6.04 -1.39
O -4.24 -6.29 0.69
H -6.74 -7.30 0.71
H -6.61 -5.97 1.87
H -7.56 -5.76 0.39
H -5.31 -4.64 0.24
H -5.49 -7.12 -1.55
H -4.54 -5.68 -1.88
H -6.31 -5.59 -1.87
H -4.30 -7.25 0.58
C 5.94 6.91 5.80
C 5.69 5.53 5.23
C 5.30 4.54 6.32
O 6.83 5.06 4.52
H 6.77 6.88 6.52
H 6.21 7.61 5.01
H 5.06 7.30 6.31
H 4.89 5.58 4.49
H 6.11 4.44 7.05
H 5.12 3.55 5.89
H 4.40 4.86 6.85
H 7.57 5.00 5.13
C -6.07 -10.36 -4.72
C -6.00 -8.89 -4.33
C -6.22 -7.98 -5.53
O -4.76 -8.59 -3.70
H -5.28 -10.59 -5.44
H -5.92 -10.99 -3.85
H -7.03 -10.60 -5.17
H -6.76 -8.68 -3.57
H -5.44 -8.15 -6.28
H -6.17 -6.93 -5.23
H -7.18 -8.16 -6.00
H -4.05 -8.77 -4.33
*
```

***

No. 3
Here is a molecular structure, ClOV from OMol25. Energies are from ωB97M-V/def2-TZVPD.

Computed properties:
E_tot   -1479.06337 a.u.
Max |F|   5.6 eV/Å
Kohn-Sham gap (spin up / spin down)   0.2620 / 0.2896 Ha
Energy above the lowest of the compared OMol25 structures with the same formula, charge and spin   0.000 eV

The geometry in ORCA input format:
```
! RIJCOSX wB97M-V def2-TZVPD def2/J DEFGRID3
* xyz 1 2
O 0.24 0.38 -1.39
V 0.87 0.06 0.03
Cl -1.12 -0.44 1.37
*
```

***

No. 4
Here is 2 unconnected molecules or ions with the total composition C6H9N3O from OMol25. Energies are from ωB97M-V/def2-TZVPD.

Computed properties:
E_tot   -473.20861 a.u.
Max |F|   4.6 eV/Å
Kohn-Sham gap (spin up / spin down)   0.2283 / 0.3413 Ha
Energy above the lowest of the compared OMol25 structures with the same formula, charge and spin   9.282 eV

The geometry in ORCA input format:
```
! RIJCOSX wB97M-V def2-TZVPD def2/J DEFGRID3
* xyz 0 1
C -1.09 0.52 2.64
C -2.18 0.26 1.96
C 0.15 0.48 0.51
C -0.92 0.12 -0.03
C 0.30 0.58 2.01
C -2.24 -0.14 0.40
N 1.27 -0.69 -3.43
N 2.53 -1.04 -3.83
N 1.16 -0.22 -2.28
O 2.02 -0.07 -1.31
H -1.21 0.71 3.62
H -3.04 0.25 2.60
H 1.23 0.48 0.09
H 0.85 1.40 2.21
H 0.88 -0.16 2.48
H -2.48 -1.16 0.58
H -3.03 0.59 0.10
H 3.39 -0.67 -3.51
H 2.41 -1.23 -4.80
*
```

***

No. 5
Here is 2 unconnected molecules or ions with the total composition C2H8NPS from OMol25. Energies are from ωB97M-V/def2-TZVPD.

Computed properties:
E_tot   -875.15441 a.u.
Max |F|   2.5 eV/Å
Kohn-Sham gap (spin up / spin down)   0.3191 / 0.2704 Ha
Energy above the lowest of the compared OMol25 structures with the same formula, charge and spin   3.306 eV

The geometry in ORCA input format:
```
! RIJCOSX wB97M-V def2-TZVPD def2/J DEFGRID3
* xyz 0 1
C -0.95 -0.29 -1.23
C -1.24 0.32 1.08
N -0.52 0.54 -0.12
P 2.58 1.06 -0.10
S 2.89 -0.92 0.55
H -0.28 -1.14 -1.39
H -1.85 -0.80 -0.87
H -1.08 0.14 -2.20
H -0.76 1.07 1.71
H -2.32 0.48 0.94
H -1.35 -0.70 1.47
H 1.47 1.42 0.86
H 3.40 -1.18 -0.71
*
```

***

No. 6
Here is 4 unconnected molecules or ions with the total composition C18H46FN2O11PS from OMol25. Energies are from ωB97M-V/def2-TZVPD.

Computed properties:
E_tot   -2489.77266 a.u.
Max |F|   0.7 eV/Å
Kohn-Sham gap   0.3413 Ha
SMILES string   N=[PH2]NS(=O)(=O)F.COCCOCCOC.COCCOCCOC.COCCOCCOC

The geometry in ORCA input format:
```
! RIJCOSX wB97M-V def2-TZVPD def2/J DEFGRID3
* xyz 0 1
N -1.70 -2.01 2.25
P -1.18 -0.63 1.78
N -0.63 0.42 3.04
S -0.45 2.02 2.77
O -1.05 2.75 3.81
O -0.73 2.32 1.41
F 1.10 2.15 2.94
H -1.69 -2.15 3.25
H -2.10 0.14 1.06
H -0.07 -0.67 0.94
H -1.19 0.29 3.88
C -6.99 -7.11 -1.63
O -6.80 -6.35 -0.46
C -6.65 -7.16 0.69
C -6.12 -6.36 1.85
O -4.72 -6.15 1.82
C -4.25 -5.14 0.94
C -4.44 -3.73 1.46
O -5.77 -3.29 1.24
C -6.06 -2.13 1.98
H -7.88 -7.74 -1.55
H -7.12 -6.41 -2.46
H -6.13 -7.75 -1.84
H -5.95 -7.99 0.48
H -7.63 -7.59 0.96
H -6.31 -6.94 2.76
H -6.67 -5.41 1.93
H -4.70 -5.24 -0.05
H -3.18 -5.32 0.85
H -3.75 -3.06 0.94
H -4.20 -3.71 2.53
H -5.98 -2.31 3.06
H -7.08 -1.84 1.74
H -5.38 -1.31 1.71
C 4.22 1.91 3.42
O 4.96 0.91 2.76
C 4.25 -0.31 2.72
C 4.87 -1.26 1.72
O 4.48 -1.00 0.38
C 5.14 0.08 -0.27
C 6.54 -0.26 -0.74
O 7.46 -0.18 0.33
C 8.70 -0.77 0.01
H 3.98 1.61 4.45
H 4.82 2.82 3.44
H 3.29 2.11 2.88
H 3.20 -0.13 2.44
H 4.27 -0.77 3.72
H 4.48 -2.26 1.93
H 5.95 -1.28 1.83
H 5.16 0.97 0.36
H 4.54 0.29 -1.15
H 6.83 0.45 -1.53
H 6.54 -1.27 -1.17
H 8.58 -1.84 -0.20
H 9.35 -0.65 0.87
H 9.16 -0.29 -0.86
C 1.98 3.22 -0.84
O 1.52 3.77 -2.05
C 0.43 3.04 -2.58
C -0.27 3.82 -3.67
O -1.17 4.80 -3.18
C -0.60 6.01 -2.70
C -0.18 6.96 -3.80
O 1.07 6.59 -4.34
C 1.35 7.26 -5.54
H 2.31 2.18 -0.98
H 2.83 3.81 -0.51
H 1.20 3.25 -0.08
H -0.30 2.81 -1.78
H 0.80 2.09 -3.00
H -0.89 3.12 -4.23
H 0.46 4.26 -4.35
H 0.24 5.81 -2.03
H -1.39 6.49 -2.13
H -0.10 7.98 -3.38
H -0.94 6.97 -4.58
H 0.62 7.02 -6.32
H 2.34 6.94 -5.88
H 1.36 8.35 -5.40
*
```

***

No. 7
Here is 2 unconnected molecules or ions with the total composition C22H24N3O3S from OMol25. Energies are from ωB97M-V/def2-TZVPD.

Computed properties:
E_tot   -1640.93124 a.u.
Max |F|   2.8 eV/Å
Kohn-Sham gap   0.2275 Ha
Energy above the lowest of the compared OMol25 structures with the same formula, charge and spin   0.931 eV

The geometry in ORCA input format:
```
! RIJCOSX wB97M-V def2-TZVPD def2/J DEFGRID3
* xyz -1 1
C -2.93 0.05 2.70
C -1.43 0.14 2.63
C -0.67 -1.03 2.60
C 0.71 -1.01 2.46
C 1.42 0.20 2.14
O 2.61 0.09 1.64
C 0.65 1.42 2.38
C -0.72 1.35 2.56
H -3.40 1.03 2.71
H -3.36 -0.50 1.85
H -3.27 -0.48 3.59
H -1.15 -2.00 2.68
H 1.30 -1.93 2.42
H 1.14 2.39 2.37
H -1.33 2.25 2.67
C 9.37 -1.94 3.43
N 9.15 -1.38 2.10
C 10.23 -0.50 1.68
C 7.86 -1.22 1.58
C 6.96 -0.36 2.22
C 5.70 -0.17 1.72
C 5.25 -0.88 0.57
C 3.87 -0.62 0.12
C 3.52 0.48 -0.68
C 2.12 0.51 -1.06
O 1.35 -0.43 -0.92
N 1.70 1.72 -1.66
C 0.32 1.69 -2.16
C 2.28 2.96 -1.43
S 1.55 4.44 -1.75
N 3.55 2.89 -0.87
C 4.25 4.18 -0.80
C 4.34 1.71 -0.70
O 5.55 1.78 -0.57
C 6.15 -1.81 -0.02
C 7.43 -1.94 0.45
H 8.60 -2.69 3.66
H 10.36 -2.42 3.45
H 9.35 -1.17 4.21
H 10.04 -0.16 0.66
H 10.31 0.37 2.35
H 11.18 -1.06 1.73
H 7.25 0.20 3.11
H 4.99 0.52 2.16
H 3.19 -1.49 0.03
H 0.11 2.72 -2.50
H 0.24 0.98 -3.01
H -0.39 1.41 -1.37
H 5.23 4.05 -0.32
H 4.36 4.59 -1.83
H 3.60 4.87 -0.23
H 5.80 -2.36 -0.91
H 8.14 -2.62 -0.01
*
```

***

No. 8
Here is 2 unconnected molecules or ions with the total composition C2H4FN3 from OMol25. Energies are from ωB97M-V/def2-TZVPD.

Computed properties:
E_tot   -342.48042 a.u.
Max |F|   6.8 eV/Å
Kohn-Sham gap (spin up / spin down)   0.2449 / 0.4142 Ha
Energy above the lowest of the compared OMol25 structures with the same formula, charge and spin   1.515 eV

The geometry in ORCA input format:
```
! RIJCOSX wB97M-V def2-TZVPD def2/J DEFGRID3
* xyz 0 3
C -2.73 -0.39 -0.17
C 1.75 0.83 -0.06
N -2.21 0.38 -0.83
N 0.65 0.17 0.16
N 0.26 -1.05 0.34
F 1.46 -1.80 0.17
H -3.33 -1.05 0.34
H 2.68 0.26 -0.01
H 1.64 1.90 -0.23
H -0.18 0.76 0.29
*
```

***

- Which of these has the lowest E_tot?
  C29H72BN2O20

***

- max |F| of number 7 (C22H24N3O3S)?
  2.8 eV/Å